81
Properties=species:S:1:pos:R:3:forces:R:3 method="wB97M-V/def2-TZVPD" e_homo_ev=-10.87 energy_ha=-3299.09731 total_charge=+1
S -2.9299 -0.7808 2.7961 0.3 -0.4 0.1
S 0.0042 -1.4680 -3.6849 0.2 -0.4 0.3
S 1.7734 2.2530 3.1789 -0.2 0.3 -0.3
S -2.4579 -1.5436 -5.3248 -0.1 0.1 0.1
O -1.6815 -1.2571 3.6587 0.0 0.0 -0.2
O 3.1341 1.9270 2.8594 0.1 -0.2 0.0
O -2.7612 0.6102 2.4880 -0.1 0.2 0.0
O -4.1361 -1.2369 3.4102 -0.1 0.2 -0.1
O 1.6117 3.8211 3.2714 0.0 -0.2 -0.1
O 1.1235 1.6414 4.2921 0.2 -0.1 0.1
N 4.6677 0.3574 -2.6533 0.1 0.0 -0.3
N 4.0371 0.5502 -1.5233 0.3 0.1 1.0
N -2.5797 -1.6929 -2.7052 1.5 -0.2 0.6
C 2.0424 1.2302 -2.5314 0.2 0.0 0.2
C -3.3932 1.7757 -0.3958 -0.1 -0.4 -0.3
C 4.6814 -1.1975 0.0817 -0.4 0.1 -0.2
C -1.3408 -0.4852 4.8342 0.1 0.3 0.5
C -2.5995 -1.7496 1.3672 0.1 0.0 0.1
C -2.0771 1.4786 -0.7267 -0.3 0.3 0.1
C -2.3404 -5.2488 -0.3604 0.0 0.5 -0.3
C -3.5558 -4.7041 -0.7578 0.2 0.2 -0.1
C 0.5840 -0.7620 -5.2322 0.1 0.7 0.0
C 2.7803 0.9479 -1.3985 -0.2 0.2 -0.7
C -1.2074 -3.4303 -1.4860 0.2 -0.1 0.2
C 4.8212 0.2690 -0.2964 0.3 -0.7 0.2
C -3.5934 -3.5478 -1.5336 0.1 -0.3 0.3
C -2.4182 -2.8957 -1.9082 -0.7 -0.4 0.1
C 1.9859 4.4721 4.5137 0.2 0.3 0.5
C 2.6667 1.0697 -3.7435 -0.3 0.0 -0.8
C -2.7510 -0.4888 -1.9244 -1.0 0.2 0.0
C -2.2529 -0.7851 6.0059 -0.2 -0.1 -0.1
C -4.4037 0.9234 -0.8259 0.6 -0.1 -0.1
C -1.1648 -4.6016 -0.7301 -0.5 0.0 0.0
C 3.4852 4.6307 4.6534 0.0 -0.2 -0.2
C 3.9891 0.6108 -3.7490 -0.2 0.1 0.4
C -1.7604 -1.5833 -3.8653 -0.4 0.3 -0.9
C -4.0748 -0.1899 -1.5865 0.0 0.1 0.0
C 0.8159 2.0159 1.7227 -0.2 0.0 -0.2
C 0.5769 0.7947 -5.1608 0.2 -0.8 -0.1
C -1.7466 0.3596 -1.4826 0.0 0.0 0.1
C 1.9961 1.3467 -5.0641 0.0 -0.2 0.1
H 0.0013 -1.1266 -6.0673 -0.3 -0.1 0.0
H 0.0103 1.0683 -4.2786 -0.3 0.3 -0.1
H 0.0802 1.1841 -6.0420 0.0 0.2 0.0
H 5.8592 0.4804 -0.5155 0.1 0.3 -0.2
H -2.5508 -2.7968 1.6547 0.0 0.0 0.0
H 1.0254 1.5729 -2.4475 -0.2 0.0 0.0
H -2.3260 -6.1557 0.2192 0.1 -0.1 0.1
H 1.5012 5.4446 4.4759 -0.1 -0.1 -0.2
H -4.5550 -3.1625 -1.8298 0.0 0.1 -0.2
H 3.9053 5.1088 3.7685 0.0 0.1 0.0
H -1.8785 -0.2905 6.9020 0.1 0.0 0.0
H 1.5580 3.9233 5.3528 0.0 -0.1 -0.1
H 3.7110 5.2421 5.5262 -0.1 0.0 0.0
H -3.4185 -1.5890 0.6731 -0.1 0.1 0.0
H -1.3409 0.5770 4.5857 0.0 -0.1 -0.1
H 2.5995 0.8771 -5.8381 0.1 0.2 -0.2
H -5.4298 1.1348 -0.5799 -0.2 0.0 0.0
H 4.4755 0.9096 0.5072 -0.1 0.2 0.0
H 5.3384 -1.4335 0.9093 0.1 0.0 0.1
H -0.2748 -2.9485 -1.7328 0.1 0.0 0.0
H 3.6605 -1.4224 0.3863 -0.1 0.0 0.1
H 2.0092 2.4230 -5.2324 0.0 0.1 0.0
H -2.3028 -1.8583 6.1881 0.1 0.0 0.0
H -3.2672 -0.4345 5.8201 0.0 0.0 0.0
H -0.3160 -0.7655 5.0687 0.0 -0.1 -0.2
H 2.3869 1.0605 -0.4097 0.0 0.0 0.4
H -1.6619 -1.4195 0.9289 0.0 0.0 0.0
H 1.2482 2.6283 0.9330 0.0 0.1 0.0
H -0.2168 2.2980 1.9115 0.0 0.0 0.0
H 4.9167 -1.8271 -0.7715 0.2 -0.1 0.0
H -3.6539 2.6435 0.1866 0.2 0.1 0.1
H 3.9784 3.6670 4.7755 0.0 0.0 0.0
H -4.4776 -5.1814 -0.4648 -0.1 0.0 0.0
H -0.2202 -5.0218 -0.4256 0.2 0.1 0.0
H 1.5972 -1.1199 -5.3996 0.1 -0.2 0.2
H -0.7132 0.1422 -1.7000 0.1 -0.1 0.0
H 0.8710 0.9592 1.4627 0.0 0.0 0.1
H -1.3179 2.1583 -0.3677 0.3 0.0 -0.1
H 4.4923 0.4664 -4.6896 0.3 -0.1 0.0
H -4.8546 -0.8525 -1.9268 -0.1 -0.1 -0.1